{
  "formula": "C17H42O16",
  "method": "the ωB97M-V functional and the def2-TZVPD basis",
  "smiles": "C[C@H]1COC(=O)O1.C[C@H]1COC(=O)O1.C[C@H]1COC(=O)O1.CO.CO.CO.CO.CO.O.O",
  "species": ["O", "H", "H", "O", "H", "H", "C", "C", "C", "O", "C", "O", "O", "H", "H", "H", "H", "H", "H", "C", "C", "C", "O", "C", "O", "O", "H", "H", "H", "H", "H", "H", "C", "C", "C", "O", "C", "O", "O", "H", "H", "H", "H", "H", "H", "C", "O", "H", "H", "H", "H", "C", "O", "H", "H", "H", "H", "C", "O", "H", "H", "H", "H", "C", "O", "H", "H", "H", "H", "C", "O", "H", "H", "H", "H"],
  "positions_angstrom": [[-5.616129, 3.731020, 0.341441], [-6.044965, 3.109092, -0.246382], [-4.989522, 3.201840, 0.834975], [-2.734051, 0.128125, 1.147533], [-2.641087, 0.254347, 0.203247], [-1.835543, 0.056129, 1.469631], [-0.157891, -6.933959, 5.457864], [-0.157136, -6.407608, 4.024908], [-0.814166, -4.980056, 3.618679], [0.251565, -4.476954, 2.866725], [1.328390, -5.032591, 3.001069], [2.276905, -4.735726, 2.330149], [1.194720, -6.091768, 3.879756], [-1.156688, -7.320228, 5.661095], [-0.078277, -6.134278, 6.194246], [0.573866, -7.702305, 5.707418], [-0.454581, -7.208342, 3.347829], [-1.119145, -4.392671, 4.484745], [-1.681005, -5.190023, 2.992108], [2.679445, 5.899960, -6.194198], [1.217814, 5.803634, -5.815816], [0.406010, 5.163899, -6.879400], [-0.496466, 4.378428, -6.266689], [-0.063194, 4.099505, -4.963120], [-0.669230, 3.308614, -4.184983], [1.056251, 4.922420, -4.672668], [2.978592, 6.662061, -6.913791], [3.035746, 4.965403, -6.627520], [3.249025, 6.053539, -5.277634], [0.900440, 6.781661, -5.454080], [1.040499, 4.634707, -7.590359], [0.018268, 5.984499, -7.483036], [4.312533, 0.306816, -1.556511], [5.792584, 0.733287, -1.802632], [6.629842, -0.554725, -1.666107], [7.534212, -0.499242, -2.693714], [7.085900, 0.477141, -3.614429], [7.543034, 0.639726, -4.726240], [5.933514, 1.132772, -3.133801], [4.006095, 0.084829, -0.534296], [4.058057, -0.525569, -2.212625], [3.752316, 1.173182, -1.908173], [6.152719, 1.511993, -1.130301], [6.053917, -1.473696, -1.775188], [7.056022, -0.593424, -0.663620], [-5.104666, -1.016790, 5.668008], [-5.472860, -1.592985, 4.430849], [-4.034971, -0.956515, 5.868556], [-5.396912, 0.031658, 5.726808], [-5.647722, -1.546690, 6.450570], [-4.757986, -1.446332, 3.807104], [2.304784, 5.099519, 2.102774], [1.186577, 4.258853, 2.358929], [2.415081, 5.846025, 2.889323], [3.052480, 4.315170, 2.220443], [2.322921, 5.423689, 1.062247], [1.279157, 3.584762, 3.036150], [-1.099443, -3.737191, -3.687049], [-2.187393, -4.520343, -3.382283], [-0.857031, -2.990961, -2.930427], [-0.236582, -4.386510, -3.835196], [-1.303530, -3.186571, -4.605349], [-2.568517, -4.979494, -4.134307], [1.498560, -0.255218, 6.423056], [1.937812, 0.331002, 5.164592], [1.572599, -1.327346, 6.605204], [2.083538, 0.086960, 7.276764], [0.460091, 0.035207, 6.582201], [2.890224, 0.396721, 5.063715], [-8.889753, -0.206548, -2.030094], [-7.559658, -0.452113, -1.859159], [-9.228115, -0.525280, -3.016015], [-9.425916, -0.688728, -1.212703], [-9.164467, 0.846494, -1.968803], [-7.477509, -1.385906, -1.652016]],
  "forces_ev_per_a": [[-0.1, 0.3, 0.0], [-0.1, -0.2, -0.2], [0.2, -0.1, 0.1], [-0.2, 0.0, 0.2], [0.0, 0.0, -0.3], [0.2, 0.0, 0.1], [-2.2, 0.5, 0.5], [0.1, 0.7, 1.6], [-0.4, -3.3, 1.0], [-6.7, 4.6, -0.9], [5.2, -3.5, -0.3], [0.7, -0.5, 1.0], [2.3, 0.7, -1.5], [-0.1, -0.4, 0.1], [0.4, 0.2, -0.2], [0.0, 0.1, -0.6], [0.0, 0.1, -0.3], [0.4, 0.3, -0.1], [0.2, 0.4, -0.1], [0.8, -0.5, 0.5], [1.6, 0.4, 0.9], [1.6, 2.2, -2.1], [-1.4, -2.0, 2.7], [-1.9, -1.5, 2.5], [3.3, 3.8, -3.7], [-2.1, -1.9, -0.8], [-0.6, 0.3, 0.1], [-0.1, -0.2, 0.1], [0.1, 0.2, -0.1], [-0.5, 0.0, -0.3], [0.1, -0.6, 0.2], [-0.9, -0.2, 0.0], [0.3, 1.5, -0.7], [-1.7, -2.3, 1.7], [-1.1, 0.2, 1.4], [0.8, 2.1, -2.5], [0.0, -0.5, -1.8], [-0.8, -0.2, 2.9], [2.4, -1.1, -0.9], [0.4, 0.0, 0.0], [0.1, 0.0, 0.1], [-0.5, -0.1, 0.2], [-0.1, 0.1, 0.0], [-0.4, 0.1, -0.1], [0.6, 0.0, -0.2], [-0.3, 0.7, 0.2], [0.4, -0.2, 0.0], [0.2, -0.7, -0.1], [-0.4, 0.2, -0.1], [0.3, -0.1, 0.0], [-0.1, 0.1, -0.2], [0.5, -2.6, 1.1], [-2.3, 0.6, -0.8], [0.0, 0.4, -0.5], [1.4, 0.9, -0.2], [-0.4, 0.3, 0.3], [0.7, 0.4, 0.0], [0.9, 0.3, -1.4], [-1.7, -0.7, 1.5], [-0.4, -0.3, 0.3], [0.4, 0.2, -0.1], [0.3, 0.2, -0.2], [0.4, 0.3, -0.1], [0.7, 0.7, 0.2], [-0.9, -0.8, 0.7], [0.0, -0.4, -1.2], [0.0, 0.7, -0.1], [0.1, 0.1, -0.2], [0.0, -0.3, 0.5], [-2.0, 0.2, 0.0], [2.1, 0.0, 0.2], [-0.3, -0.3, 0.0], [-0.6, -0.1, -0.2], [0.6, 0.2, 0.1], [0.3, 0.1, 0.0]],
  "mulliken_charge": [-0.6428, 0.3194, 0.3221, -0.6273, 0.3167, 0.3160, -1.4052, 0.4740, -0.4511, -0.2519, 0.6702, -0.6035, -0.3555, 0.3906, 0.3424, 0.3313, 0.2749, 0.3084, 0.2738, -1.4699, 0.5307, -0.4545, -0.2907, 0.6006, -0.5491, -0.3278, 0.3684, 0.3620, 0.3481, 0.2302, 0.3254, 0.3261, -1.3356, 0.3733, -0.4789, -0.3207, 0.5929, -0.5076, -0.3094, 0.3631, 0.3624, 0.3261, 0.3056, 0.2943, 0.3349, -0.4836, -0.4902, 0.1955, 0.2479, 0.2288, 0.2981, -0.4178, -0.5148, 0.2126, 0.2039, 0.2083, 0.3072, -0.4580, -0.5135, 0.1978, 0.2263, 0.2389, 0.3087, -0.5499, -0.4842, 0.2584, 0.2629, 0.2286, 0.2854, -0.5302, -0.4755, 0.2290, 0.2589, 0.2102, 0.3080]
}

=====

{
  "formula": "C17H43B3INO4P2",
  "method": "the ωB97M-V functional and the def2-TZVPD basis",
  "relative_energy_kj_mol": 0.0,
  "smiles": "CCNB1OB(P(O)I)OB(P(C)CC)O1.CCCCCC.CCCCCC",
  "species": ["C", "C", "N", "B", "O", "B", "P", "O", "I", "O", "B", "P", "C", "C", "C", "O", "H", "H", "H", "H", "H", "H", "H", "H", "H", "H", "H", "H", "H", "H", "H", "C", "C", "C", "C", "C", "C", "H", "H", "H", "H", "H", "H", "H", "H", "H", "H", "H", "H", "H", "H", "C", "C", "C", "C", "C", "C", "H", "H", "H", "H", "H", "H", "H", "H", "H", "H", "H", "H", "H", "H"],
  "positions_angstrom": [[0.780873, 3.881577, 4.092860], [1.366883, 4.164630, 2.714758], [1.001237, 3.179144, 1.694175], [-0.283090, 2.645079, 1.528472], [-0.481452, 1.363281, 1.000169], [-1.616501, 1.250729, 0.246028], [-1.515753, 0.472376, -1.534461], [-3.109663, 0.423795, -1.906279], [-0.819830, 2.698250, -2.342638], [-2.794439, 1.770094, 0.729542], [-2.689101, 2.854868, 1.611824], [-4.178490, 3.511366, 2.615485], [-5.576433, 2.576799, 1.836762], [-4.394043, 5.254614, 1.971685], [-3.301719, 5.788127, 1.050681], [-1.435066, 3.379321, 1.818521], [-0.290491, 4.081489, 4.119351], [1.261272, 4.507493, 4.847356], [0.947862, 2.837735, 4.368582], [2.455938, 4.182368, 2.774043], [1.062715, 5.157193, 2.374168], [1.715533, 2.477715, 1.553571], [-3.647619, 1.094453, -1.478116], [-5.209322, 1.635000, 1.429347], [-6.336905, 2.354183, 2.583528], [-6.043191, 3.135465, 1.023520], [-5.357837, 5.265800, 1.457690], [-4.491339, 5.908663, 2.839279], [-3.225742, 5.191929, 0.137598], [-2.326321, 5.776936, 1.536592], [-3.514301, 6.817546, 0.754800], [0.374753, -2.361842, -3.262422], [-1.007290, -2.986721, -3.400315], [-1.409236, -3.828891, -2.190167], [-0.494583, -5.021801, -1.903976], [-0.345267, -6.006173, -3.063315], [-1.659376, -6.652968, -3.485259], [1.164212, -3.112935, -3.194915], [0.609086, -1.719897, -4.113040], [0.419693, -1.748578, -2.360067], [-1.053827, -3.589236, -4.312157], [-1.748520, -2.192370, -3.526643], [-2.437175, -4.176986, -2.322523], [-1.422632, -3.183840, -1.304611], [-0.884676, -5.557454, -1.032345], [0.496542, -4.661018, -1.615451], [0.362145, -6.785757, -2.768448], [0.105502, -5.501128, -3.922507], [-2.119771, -7.181301, -2.647024], [-1.506070, -7.373817, -4.289377], [-2.376279, -5.912088, -3.842857], [1.842407, -1.184573, 1.849033], [2.971226, -0.170477, 1.715113], [3.280377, 0.193574, 0.262493], [3.731383, -0.978952, -0.611108], [4.964191, -1.721774, -0.098248], [6.207474, -0.845177, -0.003146], [2.100947, -2.144452, 1.399012], [1.593422, -1.369862, 2.894795], [0.948613, -0.807995, 1.347669], [3.869996, -0.539693, 2.217244], [2.692402, 0.742897, 2.250514], [4.040598, 0.980028, 0.242909], [2.381722, 0.629921, -0.189014], [3.936145, -0.600462, -1.617607], [2.907261, -1.689079, -0.721620], [5.165673, -2.561986, -0.767773], [4.752168, -2.162743, 0.880272], [6.451256, -0.409340, -0.974828], [7.072576, -1.419371, 0.330787], [6.069269, -0.023702, 0.702030]],
  "forces_ev_per_a": [[0.1, 0.0, 0.0], [0.0, 0.2, -0.2], [0.0, -0.7, 0.5], [-0.4, 0.3, 0.0], [0.5, 0.3, -0.5], [0.1, -0.2, 0.3], [-0.4, -0.3, 0.2], [0.2, -0.3, -0.3], [0.1, 0.2, 0.0], [-0.1, 0.2, -0.1], [0.2, 0.0, -0.2], [0.0, -0.1, 0.0], [0.0, 0.1, -0.1], [0.0, 0.0, 0.0], [0.0, 0.0, -0.1], [0.0, 0.0, 0.2], [0.0, -0.1, 0.0], [0.0, 0.0, 0.0], [0.0, 0.0, 0.0], [0.0, 0.0, 0.0], [0.0, 0.0, 0.0], [0.1, 0.1, -0.1], [-0.1, 0.2, 0.3], [0.0, 0.0, 0.1], [0.0, 0.0, 0.0], [0.0, 0.0, 0.0], [0.0, 0.0, 0.0], [0.0, 0.0, 0.0], [0.0, 0.0, 0.0], [0.0, 0.0, 0.0], [0.0, 0.0, 0.0], [0.1, 0.0, 0.0], [0.0, 0.0, 0.0], [0.0, 0.0, 0.0], [0.0, 0.0, 0.0], [0.0, 0.0, 0.0], [0.0, 0.0, 0.0], [0.0, 0.0, 0.0], [0.0, 0.0, 0.0], [0.1, 0.0, 0.0], [0.0, 0.0, 0.0], [0.0, 0.0, 0.0], [0.0, 0.0, 0.0], [0.0, 0.0, 0.0], [0.0, 0.0, 0.0], [0.0, 0.0, 0.0], [0.0, 0.0, 0.0], [0.0, 0.0, 0.0], [0.0, 0.0, 0.0], [0.0, 0.0, 0.0], [0.0, 0.0, 0.0], [0.0, 0.0, 0.0], [0.0, 0.0, 0.0], [0.0, 0.0, 0.0], [0.0, 0.0, 0.0], [0.0, 0.0, 0.0], [0.0, 0.0, 0.0], [0.0, 0.0, 0.0], [0.0, 0.0, 0.0], [0.0, 0.0, 0.0], [0.0, 0.0, 0.0], [0.0, 0.0, 0.1], [0.0, 0.0, 0.0], [0.0, 0.0, 0.0], [0.0, 0.0, 0.0], [0.0, 0.0, 0.0], [0.0, 0.0, 0.0], [0.0, 0.0, 0.0], [0.0, 0.0, 0.0], [0.0, 0.0, 0.0], [0.0, 0.0, 0.0]],
  "mulliken_charge": [-1.0767, -0.3958, -0.2663, 0.5171, 0.2548, -0.1808, 0.1134, -0.4934, -0.1977, -0.2777, 0.4597, -0.1583, -0.9965, -0.4976, -0.9633, -0.3282, 0.1829, 0.4301, 0.2906, 0.4283, 0.2708, -0.0248, 0.3573, 0.2074, 0.3478, 0.3359, 0.3690, 0.3727, 0.2355, 0.1418, 0.4391, -1.0038, -0.4386, -0.4611, -0.6713, -0.3921, -1.2077, 0.3600, 0.4257, 0.0397, 0.3296, 0.3286, 0.3831, 0.1828, 0.4034, 0.2028, 0.3916, 0.2131, 0.2936, 0.3842, 0.2775, -0.9809, -0.4118, -0.3195, -0.5686, -0.5420, -1.2129, 0.3526, 0.3953, -0.0077, 0.4363, 0.2051, 0.4404, 0.2017, 0.4361, 0.0518, 0.4100, 0.2238, 0.2931, 0.3904, 0.2685]
}

=====

| no. | E_tot (Eh) | HOMO-LUMO gap (eV) |
| --- | --- | --- |
| 1 | -1876.59768 | 10.192 |
| 2 | -2084.58237 | 8.438 |